1.
The following is a quantum chemistry calculation of 2 unconnected molecules or ions with the total composition C2H7NO at a distorted geometry, from the Open Molecules 2025 dataset.

E_LUMO = 1.12 eV
ΔE to the lowest compared entry with this formula, charge and spin = 1.2178 eV
Energy = -210.35399 a.u.
Orbital gap = 10.99 eV

Structure (XYZ):
```
11
Properties=species:S:1:pos:R:3:forces:R:3
C 0.24855 -3.81889 0.55972 1.06 -2.22 2.52
C 0.10932 -2.66901 -0.40814 -1.10 1.40 3.59
O 0.25923 -2.82731 -1.54683 0.57 -0.83 -4.24
H -0.20049 -3.88471 1.61629 0.23 1.20 -1.59
H -0.02366 -4.86415 0.19321 0.44 1.66 -0.40
H 1.37020 -3.86459 0.80884 -1.36 0.02 -0.51
H -0.09254 -1.58157 -0.09453 0.16 -1.22 0.62
N -0.27211 5.75750 -0.14839 0.78 1.21 0.12
H -0.14931 6.78783 -0.04982 -0.43 -1.33 -0.02
H -0.07316 5.51902 -1.11579 -0.45 -0.10 0.31
H -1.17604 5.44587 0.18545 0.11 0.21 -0.41
```
Forces are in eV/Å.

Here are the Löwdin charges for atoms 1 to 8, given in e:
1. C -0.0838
2. C -0.3826
3. O 0.0631
4. H 0.0851
5. H 0.0920
6. H 0.0962
7. H 0.1299
8. N -0.0139


2.
The following is a quantum chemistry calculation of a gas-phase ion, C19H20F6N (charge +1) at a distorted geometry, from the Open Molecules 2025 dataset.

E_LUMO = -3.17 eV
Net charge = +1
ΔE to the lowest compared entry with this formula, charge and spin = 0.0000 eV
Energy = -1389.74480 a.u.
Orbital gap = 9.96 eV

Structure (XYZ):
```
46
Properties=species:S:1:pos:R:3:forces:R:3
C 1.57449 5.93970 -1.13955 0.13 -0.25 0.00
C 0.63524 4.70757 -1.03492 -0.65 0.04 -0.07
C 1.19538 3.28942 -0.73567 0.72 -0.45 0.14
C 0.11527 2.16498 -0.65165 -0.17 0.25 0.06
N 0.72158 0.75580 -0.25198 1.22 1.74 -1.53
C -0.00102 -0.20922 0.59999 -1.19 -0.69 1.34
C 0.92404 -1.38311 1.02885 0.16 0.10 0.85
C 2.12952 -1.09311 1.70466 0.22 -0.14 -0.22
C 3.00647 -2.11291 2.10036 -0.49 0.28 0.20
C 2.64801 -3.45053 1.91865 0.21 -0.01 -0.33
C 3.63659 -4.53953 2.28672 1.03 -0.87 0.22
F 3.06733 -5.77690 2.39050 0.38 1.33 -0.14
F 4.28324 -4.29263 3.47037 -0.80 -0.09 -1.17
F 4.61337 -4.62786 1.32526 -0.89 0.08 0.82
C 1.41742 -3.76488 1.36022 -0.25 0.57 0.48
C 0.53925 -2.72493 1.02530 -0.12 -0.24 -0.36
C -1.33938 -0.53456 -0.04950 0.09 -0.24 0.26
C -1.50543 -1.65619 -0.85670 -0.05 -0.20 -0.36
C -2.75028 -1.95156 -1.40625 0.22 0.13 0.42
C -3.81098 -1.08303 -1.16718 -0.16 0.12 -0.15
C -5.13015 -1.36599 -1.82911 -1.27 -0.21 -0.83
F -6.13234 -0.55881 -1.37205 0.96 -0.74 -0.39
F -5.01450 -1.14505 -3.18070 -0.20 -0.22 1.16
F -5.55072 -2.65994 -1.67489 0.58 1.27 -0.07
C -3.66073 0.06701 -0.39641 0.27 -0.25 0.42
C -2.43048 0.29480 0.21468 0.07 0.12 0.05
H 0.93580 6.83197 -1.24263 0.21 -0.37 0.04
H 2.20656 6.10416 -0.25478 -0.22 -0.23 -0.19
H 2.22566 5.92147 -2.02663 -0.19 -0.19 0.30
H -0.11557 4.95659 -0.26958 0.12 -0.20 -0.13
H 0.08872 4.66249 -1.98978 0.03 -0.10 0.25
H 1.90554 3.00703 -1.53952 -0.21 0.14 0.37
H 1.77168 3.29772 0.21246 -0.25 0.08 -0.36
H -0.68781 2.38762 0.05965 0.37 -0.04 -0.06
H -0.34777 2.03007 -1.64154 0.09 -0.14 0.46
H 1.64173 0.92967 0.16693 -0.08 0.04 -0.04
H 0.92195 0.34954 -1.17219 0.06 -0.38 0.31
H -0.24145 0.34400 1.52388 0.18 -0.01 -0.29
H 2.35400 -0.06617 2.02090 0.13 -0.29 -0.39
H 3.93208 -1.87462 2.62098 -0.22 0.02 -0.14
H 1.09356 -4.79530 1.25548 0.06 0.15 0.11
H -0.49003 -2.98255 0.80466 0.31 -0.10 -0.19
H -0.67679 -2.35058 -1.00149 -0.34 0.38 -0.29
H -2.88814 -2.88050 -1.95253 -0.07 0.26 -0.06
H -4.49686 0.73363 -0.19567 0.14 -0.25 -0.14
H -2.31408 1.10524 0.94241 -0.15 -0.19 -0.37
```
Forces are in eV/Å.

Here are the Löwdin charges for atoms 1 to 8, given in e:
1. C -0.0978
2. C -0.2530
3. C -0.1886
4. C -0.0760
5. N 0.1016
6. C -0.1831
7. C -0.1410
8. C -0.0211